Entry 1:
C55H45N7O20P4 | the ωB97M-V functional and the def2-TZVPD basis

Calculated values
- total charge = 0
- HOMO-LUMO gap (eV) = 7.27
- E_tot (eV) = -146288.3324
- structure (SMILES) = O=C1c2cccc(PP(=O)(O)O)c2C(=O)c2c(-c3ccccn3)ccc(PP(=O)(O)O)c21.O=[N+]([O-])c1ccccc1.O=[N+]([O-])c1ccccc1.O=[N+]([O-])c1ccccc1.O=[N+]([O-])c1ccccc1.O=[N+]([O-])c1ccccc1.O=[N+]([O-])c1ccccc1
- max |F| (Eh/bohr) = 0.0340
- E_HOMO (eV) = -8.50
- energy relative to the best compared isomer or geometry (same formula, charge and spin) (kJ/mol) = 85.2

Structure (XYZ):
```
131
C55H45N7O20P4 (the ωB97M-V functional and the def2-TZVPD basis)
O 7.473 -4.694 -3.052
C 6.816 -5.289 -2.223
C 7.431 -6.246 -1.221
C 8.392 -7.154 -1.603
C 8.869 -8.012 -0.640
C 8.423 -7.981 0.660
C 7.457 -7.066 1.049
P 6.754 -6.949 2.747
P 6.832 -8.893 3.716
O 5.564 -9.131 4.415
O 7.048 -10.043 2.610
O 8.111 -8.833 4.680
C 6.972 -6.196 0.080
C 5.900 -5.168 0.358
O 5.900 -4.473 1.355
C 4.859 -5.062 -0.739
C 3.504 -4.953 -0.487
C 3.024 -4.943 0.949
C 3.061 -3.741 1.625
C 2.659 -3.735 2.945
C 2.233 -4.932 3.505
C 2.234 -6.055 2.705
N 2.607 -6.104 1.433
C 2.605 -4.894 -1.529
C 3.076 -4.942 -2.818
C 4.426 -5.059 -3.115
P 5.061 -5.180 -4.846
P 5.066 -7.333 -5.170
O 5.762 -7.705 -6.402
O 5.818 -7.982 -3.892
O 3.565 -7.971 -5.136
C 5.310 -5.118 -2.050
H 8.710 -7.182 -2.640
H 9.612 -8.768 -0.884
H 8.815 -8.689 1.384
H 5.386 -6.668 2.559
H 6.266 -10.611 2.608
H 8.333 -7.903 4.835
H 3.417 -2.831 1.155
H 2.679 -2.855 3.564
H 1.925 -5.019 4.540
H 1.907 -6.993 3.158
H 1.539 -4.834 -1.334
H 2.352 -4.925 -3.631
H 4.056 -4.607 -5.662
H 6.357 -8.720 -4.212
H 3.338 -8.039 -4.194
C -2.920 -1.278 -3.069
C -2.981 -1.075 -1.697
C -2.424 -2.004 -0.834
C -1.807 -3.126 -1.360
C -1.746 -3.345 -2.726
C -2.308 -2.411 -3.581
N -1.195 -4.101 -0.449
O -1.280 -3.894 0.743
O -0.632 -5.062 -0.943
H -3.351 -0.548 -3.741
H -3.461 -0.190 -1.300
H -2.472 -1.845 0.234
H -1.269 -4.226 -3.129
H -2.267 -2.565 -4.650
C -6.493 1.103 -8.531
C -5.709 -0.016 -8.786
C -5.361 -0.868 -7.750
C -5.808 -0.588 -6.470
C -6.584 0.526 -6.202
C -6.927 1.377 -7.239
N -5.462 -1.501 -5.374
O -4.763 -2.462 -5.635
O -5.896 -1.247 -4.267
H -6.768 1.764 -9.344
H -5.372 -0.226 -9.792
H -4.752 -1.738 -7.950
H -6.925 0.737 -5.199
H -7.535 2.247 -7.042
C 0.502 2.266 6.316
C 1.862 2.050 6.505
C 2.549 1.179 5.675
C 1.864 0.535 4.659
C 0.508 0.733 4.462
C -0.173 1.604 5.297
N 2.594 -0.370 3.763
O 3.778 -0.541 3.970
O 1.973 -0.900 2.860
H -0.028 2.954 6.966
H 2.385 2.565 7.299
H 3.607 1.014 5.824
H -0.019 0.222 3.669
H -1.232 1.770 5.153
C -1.734 8.092 5.027
C -0.940 6.969 4.833
C -0.631 6.143 5.902
C -1.127 6.453 7.158
C -1.914 7.573 7.368
C -2.217 8.394 6.294
N -0.822 5.569 8.288
O -0.111 4.602 8.073
O -1.294 5.845 9.369
H -1.978 8.730 4.193
H -0.564 6.737 3.846
H -0.012 5.271 5.747
H -2.294 7.810 8.351
H -2.832 9.272 6.443
C -2.462 12.873 -0.792
C -1.662 11.758 -1.002
C -1.346 10.922 0.056
C -1.842 11.214 1.315
C -2.635 12.325 1.541
C -2.945 13.159 0.479
N -1.529 10.317 2.434
O -0.816 9.360 2.210
O -2.005 10.582 3.524
H -2.712 13.522 -1.622
H -1.286 11.539 -1.992
H -0.723 10.055 -0.110
H -3.014 12.548 2.528
H -3.565 14.029 0.640
C -6.880 5.341 -1.262
C -7.781 4.319 -0.994
C -8.303 3.565 -2.032
C -7.910 3.843 -3.329
C -7.018 4.863 -3.613
C -6.502 5.615 -2.570
N -8.443 3.030 -4.429
O -9.236 2.156 -4.154
O -8.054 3.276 -5.558
H -6.469 5.925 -0.448
H -8.074 4.109 0.025
H -9.004 2.770 -1.821
H -6.721 5.076 -4.629
H -5.802 6.413 -2.777
```



Entry 2:
C55H49AsBrF4IrN2O3P2 | the ωB97M-V functional and the def2-TZVPD basis

Calculated values
- spin multiplicity = 2
- total charge = +1
- HOMO-LUMO gap (alpha / beta) (eV) = 7.47 / 7.72
- E_tot (eV) = -230116.6080
- max |F| (Eh/bohr) = 0.0093
- E_HOMO (alpha / beta) (eV) = -9.72 / -10.05
- energy relative to the best compared isomer or geometry (same formula, charge and spin) (kJ/mol) = 0.0

Structure (XYZ):
```
118
C55H49AsBrF4IrN2O3P2 (the ωB97M-V functional and the def2-TZVPD basis)
Ir -0.344 -0.079 0.316
C -3.467 -2.075 3.334
C -2.421 -2.129 2.260
O -2.311 -1.240 1.425
N -1.562 -3.179 2.294
C -0.554 -3.361 1.264
C 0.797 -2.777 1.605
C 1.698 -3.525 2.348
C 2.946 -3.008 2.648
C 3.270 -1.749 2.164
C 2.321 -1.059 1.440
N 1.096 -1.541 1.176
H -4.384 -1.670 2.913
H -3.125 -1.384 4.109
H -3.662 -3.043 3.793
H -1.721 -3.913 2.962
H -0.922 -2.896 0.352
H -0.434 -4.429 1.085
H 1.414 -4.516 2.678
H 3.654 -3.577 3.234
H 4.233 -1.298 2.354
H 2.523 -0.066 1.057
F 6.160 1.035 -3.131
C 4.977 0.464 -2.984
C 4.752 -0.809 -3.481
F 5.717 -1.467 -4.108
C 3.506 -1.384 -3.313
F 3.336 -2.606 -3.829
C 2.459 -0.746 -2.646
P 0.899 -1.709 -2.525
C 0.419 -1.923 -4.254
C -0.134 -0.808 -4.885
C -0.516 -0.885 -6.212
C -0.358 -2.076 -6.910
C 0.192 -3.184 -6.285
C 0.590 -3.110 -4.958
C 1.360 -3.305 -1.810
C 2.546 -3.495 -1.106
C 2.825 -4.727 -0.538
C 1.924 -5.774 -0.666
C 0.736 -5.587 -1.360
C 0.451 -4.354 -1.925
C 2.696 0.560 -2.194
Br 1.356 1.645 -1.460
C 3.945 1.140 -2.351
F 4.183 2.374 -1.919
H -0.264 0.123 -4.344
H -0.939 -0.019 -6.702
H -0.662 -2.137 -7.946
H 0.319 -4.109 -6.831
H 1.039 -3.971 -4.481
H 3.257 -2.687 -0.997
H 3.751 -4.869 0.003
H 2.150 -6.739 -0.232
H 0.034 -6.403 -1.470
H -0.476 -4.218 -2.471
C -0.491 -1.101 -1.611
H -1.064 -0.460 -2.282
H -1.094 -2.017 -1.525
C -1.911 1.999 2.627
C -1.928 3.032 3.741
As -3.734 3.229 4.511
C -3.203 4.178 6.137
C -2.169 5.108 6.146
C -1.854 5.802 7.307
C -2.573 5.577 8.470
C -3.611 4.655 8.469
C -3.925 3.963 7.310
C -3.863 1.449 5.327
C -5.067 0.760 5.223
C -5.248 -0.458 5.867
C -4.219 -1.000 6.620
C -3.004 -0.331 6.713
C -2.828 0.885 6.072
P -0.262 1.366 2.125
C 0.759 2.830 1.768
C 2.146 2.759 1.904
C 2.953 3.802 1.483
C 2.383 4.934 0.914
C 1.006 5.015 0.776
C 0.196 3.968 1.195
C 0.397 0.779 3.735
C 0.167 -0.546 4.093
C 0.542 -1.030 5.336
C 1.154 -0.186 6.250
C 1.388 1.140 5.910
C 1.013 1.619 4.664
H -2.410 2.369 1.730
H -2.445 1.086 2.917
H -1.609 4.006 3.371
H -1.260 2.756 4.554
H -1.596 5.305 5.248
H -1.047 6.523 7.299
H -2.328 6.118 9.374
H -4.178 4.474 9.373
H -4.733 3.240 7.324
H -5.880 1.188 4.646
H -6.197 -0.973 5.793
H -4.361 -1.940 7.139
H -2.196 -0.749 7.301
H -1.885 1.410 6.186
H 2.602 1.888 2.361
H 4.027 3.735 1.600
H 3.011 5.749 0.582
H 0.555 5.892 0.332
H -0.873 4.028 1.039
H -0.313 -1.205 3.385
H 0.351 -2.065 5.593
H 1.448 -0.555 7.224
H 1.862 1.807 6.619
H 1.206 2.655 4.417
C -3.783 1.565 -1.421
O -2.826 0.689 -0.814
C -1.628 1.238 -0.493
O -1.391 2.395 -0.807
H -4.590 0.929 -1.772
H -3.341 2.119 -2.248
H -4.167 2.275 -0.687
```



Entry 3:
C55H49BN7O4RbS2 | the ωB97M-V functional and the def2-TZVPD basis

Calculated values
- total charge = -2
- HOMO-LUMO gap (alpha / beta) (eV) = 3.57 / 3.50
- E_tot (eV) = -99458.9458
- max |F| (Eh/bohr) = 0.0198
- E_HOMO (alpha / beta) (eV) = -0.34 / -0.28
- energy relative to the best compared isomer or geometry (same formula, charge and spin) (kJ/mol) = 0.0

Structure (XYZ):
```
119
C55H49BN7O4RbS2 (the ωB97M-V functional and the def2-TZVPD basis)
Rb -0.325 0.273 0.063
N 4.033 -1.870 -1.841
C 2.862 -1.208 -1.554
N 2.499 -0.862 -0.383
C 3.310 -1.169 0.722
N 2.999 -0.811 1.956
N 1.891 -0.107 2.112
C 1.574 0.104 3.385
C 0.425 0.839 3.792
C 0.123 0.952 5.175
C -0.987 1.645 5.586
C -1.818 2.246 4.628
C -1.458 2.095 3.299
N -0.389 1.429 2.867
C 4.529 -1.941 0.506
C 5.365 -2.378 1.539
C 6.511 -3.120 1.272
C 6.848 -3.446 -0.034
C 6.025 -3.028 -1.079
C 4.884 -2.291 -0.812
H 4.201 -2.186 -2.777
H 2.224 -0.991 -2.410
H 2.199 -0.325 4.166
H 0.776 0.469 5.894
H -1.226 1.718 6.641
H -2.711 2.792 4.904
H -2.078 2.544 2.524
H 5.083 -2.119 2.551
H 7.139 -3.453 2.091
H 7.739 -4.024 -0.249
H 6.267 -3.285 -2.107
C 1.158 -4.684 0.788
C 1.194 -5.468 -0.522
C 2.662 -5.804 -0.838
C 0.406 -6.775 -0.332
C 0.600 -4.666 -1.678
C 0.520 -5.234 -2.960
C 0.038 -4.509 -4.043
C -0.378 -3.200 -3.842
S -0.978 -2.028 -4.984
C -1.131 -0.826 -3.654
N -0.768 -1.323 -2.478
C -0.342 -2.621 -2.564
C 0.158 -3.368 -1.493
C -1.470 0.522 -3.919
C -1.308 1.058 -5.234
C -1.338 2.403 -5.472
C -1.548 3.319 -4.404
C -1.833 2.820 -3.151
C -1.880 1.438 -2.866
H 1.614 -5.284 1.582
H 0.135 -4.447 1.088
H 1.719 -3.746 0.720
H 3.089 -6.420 -0.038
H 3.259 -4.890 -0.919
H 2.748 -6.355 -1.780
H 0.811 -7.329 0.521
H 0.473 -7.420 -1.214
H -0.650 -6.567 -0.139
H 0.833 -6.260 -3.121
H -0.019 -4.963 -5.027
H 0.163 -2.909 -0.513
H -1.104 0.379 -6.056
H -1.184 2.771 -6.482
H -1.541 4.388 -4.584
H -2.084 3.512 -2.352
C -7.139 1.265 3.582
C -7.210 1.989 2.230
C -6.968 3.480 2.470
C -8.620 1.828 1.643
C -6.181 1.389 1.272
C -6.318 0.061 0.865
C -5.439 -0.549 -0.027
C -4.402 0.212 -0.506
O -3.445 -0.109 -1.431
B -2.702 1.065 -1.643
O -3.145 2.063 -0.725
C -4.233 1.519 -0.089
C -5.104 2.136 0.781
H -7.909 1.645 4.264
H -6.160 1.416 4.043
H -7.285 0.190 3.461
H -7.739 3.867 3.142
H -7.016 4.047 1.536
H -5.996 3.661 2.937
H -9.357 2.317 2.289
H -8.899 0.777 1.546
H -8.672 2.284 0.651
H -7.130 -0.539 1.262
H -5.554 -1.586 -0.317
H -4.924 3.165 1.071
N 0.824 2.728 -1.345
C 1.447 3.684 -1.416
C 2.242 4.888 -1.495
C 3.408 4.982 -0.745
C 4.174 6.136 -0.807
C 3.778 7.192 -1.613
C 2.616 7.092 -2.361
C 1.845 5.940 -2.305
H 3.698 4.148 -0.119
H 5.082 6.212 -0.221
H 4.375 8.093 -1.657
H 2.307 7.916 -2.992
H 0.936 5.845 -2.885
O -3.734 -9.160 1.851
C -3.901 -8.231 0.858
O -4.409 -8.606 -0.168
C -3.461 -6.864 1.167
C -3.940 -5.800 0.392
C -3.621 -4.492 0.686
C -2.782 -4.143 1.781
S -2.454 -2.520 2.228
C -2.243 -5.243 2.505
C -2.588 -6.547 2.220
H -3.412 -8.699 2.634
H -4.586 -6.038 -0.445
H -4.014 -3.686 0.082
H -1.547 -5.024 3.305
H -2.120 -7.337 2.805
```